1.
Here is the ion C5H4Cl2N4 with charge +2 at a distorted geometry from OMol25. Energies are from ωB97M-V with the def2-TZVPD basis set.

Last columns: bonded neighbours and bond lengths (Å).
Atoms and positions in Å:
1 C -1.44998 -1.78986 0.69512  N6 1.315, N8 1.316, H12 1.087
2 C -0.02901 2.32657 -0.64756  N7 1.311, N9 1.350, H13 1.077
3 C -1.61261 1.32637 0.33856  C4 1.417, N7 1.329, Cl10 1.710
4 C -0.58085 0.36752 0.18246  C3 1.417, N8 1.368, N9 1.373
5 C -3.43983 -0.61348 -0.02818  N6 1.222, Cl10 2.149, Cl11 1.593
6 N -2.66128 -1.50690 0.26991  C1 1.315, C5 1.222
7 N -1.24778 2.48892 -0.19141  C2 1.311, C3 1.329
8 N -0.45199 -0.94324 0.55354  C1 1.316, C4 1.368, H14 1.025
9 N 0.42231 1.07193 -0.43620  C2 1.350, C4 1.373, H15 1.015
10 Cl -3.08699 1.12644 1.18234  C3 1.710, C5 2.149
11 Cl -4.69745 -0.39175 -0.98086  C5 1.593
12 H -1.27525 -2.79132 1.08027  C1 1.087
13 H 0.53467 3.11297 -1.12090  C2 1.077
14 H 0.50222 -1.29289 0.68595  N8 1.025
15 H 1.33998 0.73472 -0.71049  N9 1.015

The energy relative to the best compared isomer or geometry (same formula, charge and spin) comes out at 72.7 kJ/mol. Its charge is +2. Its spin multiplicity is 1. The value obtained for the max |F| is 0.0330 hartree/bohr. As for the HOMO-LUMO gap (spin up / spin down): 7.39 / 7.39 eV.

---

2.
Here is an isolated molecule of C5H4ClN2OPS at a distorted geometry from OMol25. Energies are from ωB97M-V with the def2-TZVPD basis set.

Last columns: bonded neighbours and bond lengths (Å).
Atoms and positions in Å:
1 C 1.67895 -1.23326 -0.03788  C2 1.327, C3 1.403, H12 1.159
2 C 0.35551 -1.32466 -0.00793  C1 1.327, C4 1.434, H13 1.098
3 C 2.26280 0.03563 0.09614  C1 1.403, N6 1.290, H14 1.009
4 C -0.50720 -0.18694 0.12936  C2 1.434, C5 1.433, O8 1.302
5 C 0.16217 1.07754 0.05794  C4 1.433, N6 1.392, N7 1.403
6 N 1.55374 1.11199 0.05483  C3 1.290, C5 1.392
7 N -0.40777 2.35911 0.07503  C5 1.403, S10 1.656, H15 1.028
8 O -1.79160 -0.39484 0.08869  C4 1.302, P9 1.673
9 P -2.66432 -1.81244 -0.07744  O8 1.673, Cl11 2.001
10 S -2.02952 2.68536 0.00361  N7 1.656
11 Cl -4.47959 -0.97915 0.04615  P9 2.001
12 H 2.36774 -2.14260 -0.24247  C1 1.159
13 H -0.04135 -2.34171 -0.12886  C2 1.098
14 H 3.26953 0.06930 0.15216  C3 1.009
15 H 0.27090 3.07666 -0.20931  N7 1.028

Its spin multiplicity is 1. The value obtained for the max |F| is 0.0725 hartree/bohr. As for the HOMO-LUMO gap (spin up / spin down): 6.76 / 6.73 eV.